[1]
Here is a cluster of 2 separate species, C4H4Cl2O in total at a distorted geometry from the OMol25 dataset. Energies are from ωB97M-V/def2-TZVPD.

Structure (XYZ):
```
11
Properties=species:S:1:pos:R:3:forces:R:3
C -1.91223 -0.49092 -1.20718 1.4 -1.7 0.0
C -1.50141 -0.13346 0.02537 1.9 -0.7 1.7
C 0.95926 0.33685 1.29215 2.0 0.6 -0.5
C 0.73013 -0.07700 -0.10718 -2.3 -1.3 0.3
O -1.60552 0.72547 -1.24482 -1.5 3.5 -1.9
Cl 0.89563 1.07963 -1.32803 0.5 -0.2 0.0
Cl 1.28577 -1.74766 -0.49478 0.0 1.1 0.1
H -2.01802 -1.16441 -2.02110 -0.7 -0.6 -0.4
H 0.93166 -0.49202 1.92482 0.0 -1.4 1.0
H 0.35389 1.07243 1.70180 -2.3 1.1 0.1
H 1.88082 0.89108 1.45896 1.0 -0.6 -0.4
```
Positions in Å, forces in eV/Å.

LUMO energy (spin up / spin down) ... -0.799 / -0.547 eV
HOMO energy (spin up / spin down) ... -8.36 / -8.10 eV
Gap between HOMO and LUMO (spin up / spin down) ... 7.5599 / 7.5565 eV
Charge ... 0

---

[2]
Here is a structure of composition C6H10 from the OMol25 dataset. Energies are from ωB97M-V/def2-TZVPD.

Structure (XYZ):
```
16
Properties=species:S:1:pos:R:3:forces:R:3
C 0.92403 -0.71596 -0.72708 0.1 -0.2 -0.2
C 0.46852 -0.63773 0.75152 0.0 -0.1 0.2
C 0.82940 0.86154 0.65942 0.1 0.2 0.1
C 0.29336 0.69463 -0.78616 0.0 0.1 -0.2
C -1.18932 0.33399 -0.60054 -0.1 0.1 0.0
C -1.06199 -0.52460 0.68115 -0.1 -0.1 0.1
H 0.50418 -1.48854 -1.38207 0.0 0.1 0.1
H 2.01415 -0.68752 -0.81974 -0.2 0.0 0.0
H 0.88089 -1.29990 1.51711 0.0 0.2 -0.1
H 1.90840 1.03103 0.67946 -0.1 0.0 0.0
H 0.31753 1.54884 1.34134 0.0 -0.1 -0.1
H 0.53273 1.41612 -1.57000 0.0 -0.2 0.1
H -1.53957 -0.27381 -1.44374 0.0 0.2 0.1
H -1.86054 1.19061 -0.49195 0.1 -0.1 0.0
H -1.59711 -1.47394 0.63641 0.1 0.0 -0.1
H -1.42467 0.02523 1.55487 0.0 -0.2 0.0
```
Positions in Å, forces in eV/Å.

LUMO energy ... 1.178 eV
HOMO energy ... -10.72 eV
Gap between HOMO and LUMO ... 11.8993 eV
Charge ... 0

---

[3]
Here is a cluster of 2 separate species, C8H11N4O2 in total at a distorted geometry from the OMol25 dataset. Energies are from ωB97M-V/def2-TZVPD.

Structure (XYZ):
```
25
Properties=species:S:1:pos:R:3:forces:R:3
C 0.49270 -2.29486 -0.21733 1.4 1.9 -0.8
C 2.11660 -0.86883 -1.23982 1.6 1.9 -1.4
C 0.10166 -1.23842 0.51308 1.9 1.3 0.3
C 1.68774 0.20057 -0.49899 1.5 0.4 1.2
C 1.56444 -2.15134 -1.17403 -2.9 1.1 2.8
C 0.31579 1.04795 1.32320 2.4 -0.1 -2.5
C -2.72193 3.08794 0.27029 2.2 -0.5 3.0
C -2.00954 1.94869 -0.31689 -2.2 2.2 0.1
N -0.44923 0.96935 2.27795 -1.0 2.1 1.7
N -1.65928 1.10598 -0.99469 0.9 -1.0 0.1
N 0.79224 -0.00150 0.50051 -1.6 -2.0 -0.9
N 1.92064 -3.12139 -1.93471 2.4 -0.1 -2.2
O -1.09453 0.16017 -1.47607 0.2 -1.1 -1.3
O -1.05020 -0.18449 2.64059 0.7 -0.8 -1.5
H -0.07489 -3.14586 -0.09515 -0.9 -2.0 0.0
H 2.94523 -0.62026 -1.95769 -1.0 -0.6 0.7
H -0.62805 -1.28664 1.27539 -0.6 -0.3 0.0
H 2.25577 1.20270 -0.47906 -1.2 -1.7 -0.3
H -3.07827 3.84950 -0.39921 -0.4 -0.1 -0.4
H -1.83918 3.53803 0.87130 -1.7 -0.1 -0.6
H -3.42719 2.69578 1.06698 0.5 0.7 -1.2
H 0.80363 1.97596 0.98230 -0.6 -0.1 0.9
H 1.68261 -4.08300 -1.87853 -0.4 -0.5 0.2
H 2.67877 -2.83552 -2.54996 -0.2 -0.9 -0.2
H -1.32554 0.04947 3.49054 -1.1 0.2 2.3
```
Positions in Å, forces in eV/Å.

LUMO energy ... -3.642 eV
HOMO energy ... -12.48 eV
Gap between HOMO and LUMO ... 8.8379 eV
Charge ... +1

---

[4]
Here is an isolated molecule of C13H16N2OS at a distorted geometry from the OMol25 dataset. Energies are from ωB97M-V/def2-TZVPD.

Structure (XYZ):
```
33
Properties=species:S:1:pos:R:3:forces:R:3
N -0.94971 -0.84697 -0.28216 -1.0 0.3 -0.5
O 1.62044 -2.30202 2.71910 0.4 0.6 0.1
S -2.17842 1.13267 -1.66621 0.0 0.7 -0.1
C 1.47561 -3.63353 2.47057 -0.8 -0.3 -1.0
C 0.81813 -1.59423 1.86595 -1.0 -1.7 -0.7
C 0.56751 -3.84422 1.46491 0.2 1.7 1.0
C 0.10191 -2.48665 1.10196 1.3 -0.6 0.7
C -1.96226 -0.51936 -1.10781 0.8 0.1 0.7
C -0.91931 -2.11312 0.14632 -0.7 -0.5 -0.7
C -2.94075 -1.39483 -1.55997 0.3 -0.7 0.2
C -1.85270 -3.06809 -0.27456 -0.5 -1.0 -0.1
C -2.89120 -2.72193 -1.14521 0.1 0.6 0.3
N 1.22497 2.99163 -0.48123 -0.4 1.2 -1.3
C 2.37313 3.56130 -1.20005 -0.8 -1.0 0.6
C 1.35876 2.95163 0.95239 -0.3 -0.9 -0.5
C -1.03972 2.13535 -0.65939 0.5 -1.2 0.0
C 0.40596 1.96150 -1.14082 0.2 1.0 0.9
H 2.06855 -4.36863 3.02901 -0.2 0.8 -0.1
H 0.71870 -0.50509 1.81932 0.6 -0.6 0.6
H 0.25385 -4.81214 1.10618 0.0 0.2 -0.1
H -3.69433 -1.00647 -2.21440 -0.4 0.0 -0.2
H -1.79959 -4.10890 0.09330 0.1 0.8 -0.1
H -3.70019 -3.41408 -1.43173 0.7 0.3 0.1
H 2.15626 3.67440 -2.26724 0.1 -0.2 0.2
H 2.62564 4.53148 -0.80189 -0.1 0.5 0.2
H 3.23690 2.93066 -1.01236 0.6 -0.2 -0.5
H 1.92940 2.05285 1.27213 -0.3 0.2 0.3
H 1.87528 3.82416 1.29275 0.5 0.6 0.1
H 0.37005 3.00975 1.42563 0.3 -0.4 0.1
H -1.29488 3.19059 -0.74550 -0.3 -0.1 0.0
H -1.12539 1.78534 0.37592 -0.2 0.2 -0.2
H 0.76589 0.97027 -0.91830 0.1 -0.7 0.2
H 0.40149 2.03669 -2.22662 0.3 0.5 0.0
```
Positions in Å, forces in eV/Å.

LUMO energy ... 0.676 eV
HOMO energy ... -7.80 eV
Gap between HOMO and LUMO ... 8.4744 eV
Charge ... 0

---

[5]
Here is a structure of composition C33H26As2N2O8Pd at a distorted geometry from the OMol25 dataset. Energies are from ωB97M-V/def2-TZVPD.

Structure (XYZ):
```
72
Properties=species:S:1:pos:R:3:forces:R:3
Pd -0.39784 -0.01103 -0.78533 -0.1 -1.3 0.0
C 1.75178 1.79219 0.78226 0.1 -0.1 0.0
C 1.08533 1.23163 2.03251 0.0 0.0 0.0
As -0.67611 0.32496 1.71355 -0.2 0.5 -0.1
C -1.77542 2.00263 1.75699 0.3 0.0 -0.1
C -1.89783 2.75544 0.57717 -1.2 -0.7 0.0
C -2.49815 4.01074 0.58516 0.2 0.0 0.0
C -3.09285 4.49188 1.74238 0.1 0.0 0.0
C -3.10751 3.69939 2.87874 0.0 0.0 0.0
C -2.44086 2.47984 2.88255 0.2 0.1 0.1
C -0.87811 -0.14367 3.65666 -0.1 -0.2 -0.1
C -0.53018 0.63398 4.76087 0.1 0.0 0.0
C -0.66215 0.14338 6.05282 0.0 0.0 0.0
C -1.14661 -1.14184 6.26570 0.0 0.0 0.0
C -1.49465 -1.92969 5.17889 0.0 0.0 0.0
C -1.35729 -1.43279 3.88716 -0.1 0.0 0.0
As 1.84407 0.44380 -0.70183 0.3 0.9 0.2
C 3.69735 -0.14475 -0.30127 0.0 -0.1 -0.1
C 3.97946 -0.71118 0.94143 0.0 0.0 0.0
C 5.25194 -1.17165 1.24967 0.0 0.0 0.0
C 6.26922 -1.09068 0.30836 0.0 0.0 0.0
C 5.99623 -0.55436 -0.94205 0.0 0.0 0.0
C 4.72228 -0.08963 -1.24374 0.0 0.0 0.0
C 2.27575 1.72000 -2.13474 0.1 -0.1 0.0
C 3.22735 2.73259 -2.01452 0.0 0.0 0.0
C 3.43410 3.63331 -3.04917 0.0 0.0 0.0
C 2.69059 3.52361 -4.22027 0.0 0.0 0.0
C 1.74140 2.52037 -4.34409 0.0 0.0 0.0
C 1.52739 1.61738 -3.30547 -0.1 0.0 0.0
H 2.74011 2.20122 1.01578 0.0 0.0 0.0
H 1.14927 2.60455 0.36460 0.0 0.0 0.0
H 0.95486 2.01364 2.78363 0.0 0.0 0.0
H 1.69873 0.45256 2.49379 0.0 0.0 0.0
H -0.79869 2.17890 -0.89308 0.1 -0.4 -0.4
H -2.51217 4.57918 -0.33638 -0.1 -0.1 0.0
H -3.58175 5.45906 1.73776 0.0 0.0 0.0
H -3.62730 4.02884 3.77088 0.0 0.0 0.0
H -2.44578 1.88928 3.78852 0.0 0.0 0.0
H -0.15816 1.64236 4.62002 0.0 0.0 0.0
H -0.38804 0.76700 6.89672 0.0 0.0 0.0
H -1.25155 -1.52393 7.27452 0.0 0.0 0.0
H -1.87513 -2.93262 5.33059 0.0 0.0 0.0
H -1.63475 -2.05311 3.03991 0.0 0.0 0.0
H 3.19342 -0.80729 1.68068 0.0 0.0 0.0
H 5.44533 -1.60372 2.22469 0.0 0.0 0.0
H 7.26274 -1.45349 0.54356 0.0 0.0 0.0
H 6.77818 -0.49732 -1.69075 0.0 0.0 0.0
H 4.52550 0.32385 -2.22550 0.0 0.0 0.0
H 3.81579 2.81626 -1.10665 0.0 0.0 0.0
H 4.17367 4.41953 -2.94424 0.0 0.0 0.0
H 2.85100 4.22573 -5.03077 0.0 0.0 0.0
H 1.15013 2.43122 -5.24738 0.0 0.0 0.0
H 0.75313 0.85346 -3.39846 0.0 0.0 0.0
O -1.58160 -1.27260 -5.04373 0.0 0.0 0.0
C -1.52463 -1.30780 -3.80141 0.1 0.1 0.0
O -0.91306 -0.47447 -3.07878 -0.1 0.0 0.1
C -2.26569 -2.48680 -3.12728 -0.1 0.0 0.0
C -2.89047 -3.34101 -3.98476 0.0 0.0 0.0
C -3.61336 -4.46987 -3.54399 0.0 0.0 0.0
C -3.71180 -4.75198 -2.19839 0.0 0.0 0.0
C -3.09783 -3.91972 -1.28731 0.0 0.0 0.0
C -2.32815 -2.72082 -1.67373 0.0 0.0 0.1
O -1.79898 -2.00126 -0.82333 0.0 0.1 0.0
N -3.25688 -4.30531 0.10244 0.0 0.0 0.0
O -3.91740 -5.32155 0.35317 0.0 0.0 0.0
O -2.74879 -3.64165 0.98804 0.0 0.0 0.0
N -4.25248 -5.33581 -4.48455 0.0 0.0 0.0
O -4.87739 -6.31463 -4.07059 0.0 0.0 0.0
O -4.16221 -5.08118 -5.68216 0.0 0.0 0.0
H -2.81235 -3.11944 -5.03926 0.0 0.0 0.0
H -4.26103 -5.61269 -1.85473 0.0 0.0 0.0
O -1.74312 2.12755 -0.65248 0.5 1.3 0.3
```
Positions in Å, forces in eV/Å.

LUMO energy ... 4.113 eV
HOMO energy ... -1.34 eV
Gap between HOMO and LUMO ... 5.4532 eV
Charge ... -2

---

[6]
Here is an isolated molecule of C5H11NO2 at a distorted geometry from the OMol25 dataset. Energies are from ωB97M-V/def2-TZVPD.

Structure (XYZ):
```
19
Properties=species:S:1:pos:R:3:forces:R:3
C 1.11571 0.07568 -0.83621 -0.6 0.4 1.2
C -1.19037 -0.22829 0.18220 -0.6 -1.6 -2.5
C 1.63644 -0.59577 1.61664 -0.9 -0.1 0.2
C -1.85102 1.05464 -0.29124 0.3 0.2 -0.3
N -0.00836 -0.84193 -0.87065 -1.6 1.0 2.4
C 1.20380 0.49136 0.65519 2.7 2.1 -0.5
O -0.54342 -0.78443 -2.18261 -0.2 -0.5 0.2
O 1.26650 1.68913 0.95887 -0.7 -2.3 -0.3
H -0.77896 -1.71427 -2.35498 0.1 0.5 0.0
H 2.03763 -0.43847 -1.12404 0.0 0.1 -0.1
H 0.94625 0.97675 -1.43267 0.1 -0.1 0.0
H -1.05945 -0.20620 1.26705 1.3 0.0 -0.3
H -1.90113 -1.05711 0.09669 -0.1 0.1 -0.2
H 2.72650 -0.58148 1.69168 -0.1 0.2 0.0
H 1.17395 -0.41313 2.58890 0.3 0.0 0.0
H 1.32832 -1.58488 1.27491 0.0 0.1 -0.1
H -1.22622 1.92994 -0.09834 0.0 0.0 0.1
H -2.80894 1.19309 0.22173 0.2 0.0 0.0
H -2.06723 1.03536 -1.36313 0.1 -0.2 0.1
```
Positions in Å, forces in eV/Å.

LUMO energy ... 0.831 eV
HOMO energy ... -9.25 eV
Gap between HOMO and LUMO ... 10.0843 eV
Charge ... 0

---

Calculated ΔE to the lowest compared entry with this formula, charge and spin, 6.225; 0.646; 5.424; 2.748; 0.311; 3.683 eV (same order as the records).